ORCA calculation (ωB97M-V with the def2-TZVPD basis set) on a 2-piece molecular cluster, C20H33N3O3S overall.

```
! RIJCOSX wB97M-V def2-TZVPD def2/J DEFGRID3
* xyz 0 1
C -6.333 -2.873 -0.445
H -7.160 -2.523 -0.101
H -6.133 -3.844 -0.344
H -6.364 -2.763 -1.633
C -5.156 -2.308 -0.104
N -5.213 -0.830 -0.299
S -3.873 -0.208 -0.793
O -3.025 -1.122 -1.638
O -4.216 1.035 -1.898
N -2.996 0.553 0.383
C -2.392 2.038 0.153
C -1.075 1.697 -0.618
H -0.456 2.377 -0.809
H -1.106 1.191 -1.438
C -0.135 0.683 0.262
C 1.170 0.405 -0.122
O 1.599 -0.793 -0.668
N 2.018 1.461 -0.146
H 1.830 2.481 0.120
C 3.345 1.601 -0.709
C 3.376 2.639 -1.986
H 4.262 2.720 -2.252
H 2.630 2.600 -2.573
H 3.227 3.677 -1.272
C 4.431 1.957 0.015
H 5.475 2.019 -0.231
H 4.160 2.480 0.841
C 4.626 0.736 1.154
C 5.264 -0.572 0.618
C 6.767 -0.551 0.552
C 7.455 -1.396 -0.216
C 6.741 -2.564 -0.925
C 5.420 -2.529 -0.759
C 4.655 -1.702 -0.152
H 3.565 -1.671 -0.124
H 4.900 -3.167 -1.235
H 7.354 -3.309 -1.476
H 8.523 -1.457 0.092
H 7.244 0.335 0.993
H 5.014 1.012 2.178
H 3.680 0.146 1.645
H 3.391 0.647 -1.050
C -0.973 -0.656 0.641
C -2.314 -0.481 1.211
H -2.285 0.138 2.123
H -2.683 -1.329 1.223
H -0.893 -1.236 -0.303
H -0.184 -1.406 1.328
H 0.057 1.296 1.250
H -2.345 2.427 1.140
H -2.947 2.477 -0.569
C -6.101 0.228 0.136
C -5.777 0.527 1.581
H -4.892 0.738 1.981
H -6.562 1.158 2.101
H -6.106 -0.335 2.477
H -6.008 1.042 -0.452
H -7.210 -0.192 0.037
H -4.236 -2.466 -0.332
H -5.028 -2.240 1.434
*
```

Values from the calculation:
- orbital gap (eV) = 8.582
- calculated total energy (eV) = -42704.8671
- relative energy (zero: lowest compared OMol25 entry of this formula, charge and spin) (kcal per mole) = 458.2
- molecular weight (g mol⁻¹) = 395.6

For reference, the Löwdin charges in units of e are:
1. C -0.091
2. H 0.030
3. H 0.062
4. H 0.179
5. C -0.235
6. N -0.289
7. S 0.776
8. O -0.308
9. O -0.416
10. N -0.231
11. C 0.009
12. C -0.040
13. H 0.028
14. H 0.067
15. C -0.199
16. C -0.369
17. O -0.066
18. N 0.109
19. H 0.186
20. C -0.419
21. C 0.078
22. H -0.023
23. H -0.004
24. H 0.157
25. C -0.140
26. H 0.137
27. H 0.077
28. C -0.129
29. C -0.134
30. C -0.101
31. C -0.087
32. C -0.014
33. C -0.203
34. C -0.035
35. H 0.091
36. H 0.054
37. H 0.108
38. H 0.100
39. H 0.102
40. H 0.110
41. H 0.148
42. H 0.098
43. C -0.129
44. C -0.201
45. H 0.141
46. H 0.019
47. H 0.107
48. H 0.193
49. H 0.179
50. H 0.112
51. H 0.058
52. C -0.221
53. C -0.099
54. H -0.013
55. H 0.082
56. H 0.139
57. H 0.057
58. H 0.172
59. H 0.022
60. H 0.208



ORCA calculation (ωB97M-V with the def2-TZVPD basis set) on C12H24B2F8N2O2V as an isolated structure.

```
! RIJCOSX wB97M-V def2-TZVPD def2/J DEFGRID3
* xyz 0 4
V -0.211 1.679 0.591
B 1.377 1.713 2.713
F 1.845 2.280 3.838
F 1.603 2.484 1.649
F 1.923 0.508 2.445
F -0.020 1.573 2.720
B -1.157 4.190 0.095
F -2.482 4.221 -0.378
F -0.393 3.428 -0.753
F -0.751 5.448 0.209
F -1.088 3.555 1.296
C 1.638 -3.780 1.475
C 0.245 -4.058 0.964
C -0.843 -3.108 1.380
C -0.481 -1.730 1.059
N -0.165 -0.655 0.802
H 1.944 -2.810 1.085
H 2.389 -4.527 1.215
H 1.686 -3.661 2.557
H 0.008 -5.062 1.316
H 0.300 -4.139 -0.122
H -0.994 -3.248 2.451
H -1.814 -3.369 0.957
C 2.322 -1.738 -2.163
C 3.646 -0.983 -2.312
C 3.457 0.539 -2.551
C 2.531 1.085 -1.569
N 1.760 1.442 -0.775
H 1.530 -1.438 -2.849
H 1.991 -1.840 -1.130
H 2.444 -2.760 -2.523
H 4.134 -1.419 -3.184
H 4.359 -1.211 -1.520
H 3.001 0.620 -3.538
H 4.383 1.111 -2.499
C -1.040 1.366 -2.670
O -1.305 0.959 -1.325
C -2.771 0.810 -1.102
C -3.134 0.465 0.366
O -2.416 1.323 1.276
C -3.013 1.101 2.619
H -0.013 1.681 -2.857
H -1.572 2.317 -2.717
H -1.442 0.826 -3.527
H -3.221 0.029 -1.714
H -3.292 1.732 -1.362
H -2.998 -0.589 0.609
H -4.213 0.573 0.479
H -3.017 0.067 2.965
H -4.079 1.325 2.567
H -2.590 1.677 3.442
*
```

Values from the calculation:
- ⟨S²⟩ = 3.752
- orbital gap (alpha / beta) (eV) = 7.830 / 10.988
- calculated total energy (eV) = -68700.4133
- molecular weight (g mol⁻¹) = 452.9

For reference, the Löwdin charges in units of e are:
1. V 0.996
2. B -1.486
3. F 0.210
4. F 0.158
5. F 0.171
6. F 0.086
7. B -1.420
8. F 0.119
9. F 0.124
10. F 0.225
11. F 0.151
12. C -0.099
13. C -0.274
14. C -0.158
15. C -0.116
16. N 0.222
17. H 0.058
18. H 0.081
19. H 0.085
20. H 0.112
21. H 0.111
22. H 0.132
23. H 0.125
24. C -0.105
25. C -0.231
26. C -0.148
27. C -0.126
28. N 0.210
29. H 0.079
30. H 0.052
31. H 0.070
32. H 0.103
33. H 0.113
34. H 0.123
35. H 0.124
36. C -0.088
37. O -0.274
38. C -0.102
39. C -0.181
40. O -0.241
41. C -0.027
42. H 0.081
43. H 0.090
44. H 0.095
45. H 0.128
46. H 0.129
47. H 0.105
48. H 0.128
49. H 0.087
50. H 0.090
51. H 0.101



ORCA calculation (ωB97M-V with the def2-TZVPD basis set) on a 2-piece molecular cluster, C5H9NO2 overall.

```
! RIJCOSX wB97M-V def2-TZVPD def2/J DEFGRID3
* xyz 0 1
C 1.451 -0.655 -0.816
C 1.995 0.019 0.385
C 0.768 0.437 1.212
C -0.336 0.038 0.236
C -2.541 -0.765 -0.108
N 0.208 -0.691 -0.842
O -0.449 1.804 -0.830
O -1.536 -0.179 0.705
H 2.102 -1.291 -1.508
H 2.708 -0.662 0.970
H 2.627 0.780 0.134
H 0.855 -0.106 2.262
H 0.556 1.447 1.301
H -2.261 -1.785 -0.470
H -2.624 -0.261 -1.047
H -3.566 -0.778 0.425
H -1.284 2.134 -1.130
*
```

Values from the calculation:
- orbital gap (eV) = 9.330
- calculated total energy (eV) = -10912.5617
- relative energy (zero: lowest compared OMol25 entry of this formula, charge and spin) (kcal per mole) = 92.6
- molecular weight (g mol⁻¹) = 115.1

For reference, the Löwdin charges in units of e are:
1. C -0.119
2. C -0.156
3. C -0.064
4. C -0.349
5. C -0.057
6. N 0.127
7. O -0.222
8. O -0.034
9. H 0.150
10. H 0.141
11. H 0.080
12. H 0.169
13. H 0.084
14. H 0.097
15. H 0.074
16. H 0.125
17. H -0.047



ORCA calculation (ωB97M-V with the def2-TZVPD basis set) on C43H65Cl3GeHgN4O3 as an isolated structure.

```
! RIJCOSX wB97M-V def2-TZVPD def2/J DEFGRID3
* xyz -2 1
Hg 0.523 -0.909 0.856
C -2.540 0.613 -1.745
N -1.411 1.309 -1.155
C -1.833 2.585 -0.585
C -0.353 1.537 -2.131
C 0.501 0.320 -2.447
N 1.427 -0.056 -1.386
C 2.442 0.989 -1.178
C 3.322 0.857 0.035
C 4.704 0.821 -0.105
C 5.545 0.939 0.991
C 4.934 1.134 2.233
C 3.563 1.202 2.427
C 2.712 1.024 1.299
O 1.400 1.055 1.388
C 2.968 1.525 3.802
C 4.050 1.716 4.869
C 2.049 0.385 4.271
C 2.169 2.839 3.719
C 7.069 0.945 0.887
C 7.618 2.282 1.410
C 7.656 -0.200 1.725
C 7.547 0.776 -0.556
C 2.114 -1.309 -1.736
C 1.249 -2.488 -2.159
C 1.875 -3.377 -3.027
C 1.261 -4.531 -3.485
C -0.072 -4.698 -3.117
C -0.776 -3.825 -2.297
C -0.067 -2.742 -1.671
O -0.619 -2.008 -0.738
C -2.268 -4.133 -2.057
C -2.409 -5.018 -0.812
C -2.881 -4.881 -3.258
C -3.119 -2.867 -1.876
C 1.974 -5.599 -4.315
C 2.120 -6.873 -3.466
C 3.372 -5.150 -4.748
C 1.173 -5.928 -5.584
H -2.954 1.164 -2.610
H -3.332 0.507 -1.001
H -2.240 -0.381 -2.074
H -2.204 3.279 -1.364
H -0.993 3.056 -0.071
H -2.627 2.431 0.142
H 0.265 2.344 -1.746
H -0.774 1.901 -3.087
H 1.054 0.511 -3.385
H -0.149 -0.535 -2.625
H 1.924 1.937 -1.049
H 3.062 1.061 -2.089
H 5.105 0.706 -1.107
H 5.578 1.244 3.100
H 4.596 0.786 5.059
H 3.571 2.023 5.802
H 4.764 2.494 4.585
H 1.178 0.302 3.624
H 2.581 -0.569 4.259
H 1.695 0.585 5.288
H 2.845 3.696 3.631
H 1.550 2.974 4.612
H 1.510 2.832 2.853
H 7.377 2.422 2.466
H 7.183 3.115 0.852
H 8.709 2.322 1.300
H 7.367 -0.100 2.774
H 8.750 -0.202 1.666
H 7.281 -1.162 1.368
H 7.196 1.597 -1.186
H 7.191 -0.165 -0.983
H 8.641 0.771 -0.586
H 2.738 -1.583 -0.882
H 2.805 -1.108 -2.574
H 2.894 -3.144 -3.320
H -0.591 -5.572 -3.494
H -1.748 -5.887 -0.887
H -3.441 -5.377 -0.714
H -2.150 -4.459 0.088
H -2.580 -5.931 -3.296
H -2.599 -4.401 -4.199
H -3.971 -4.857 -3.170
H -2.684 -2.215 -1.126
H -4.133 -3.148 -1.572
H -3.187 -2.316 -2.820
H 2.701 -6.657 -2.566
H 2.626 -7.665 -4.030
H 1.141 -7.240 -3.149
H 4.015 -4.966 -3.884
H 3.323 -4.234 -5.343
H 3.838 -5.931 -5.356
H 0.191 -6.340 -5.345
H 1.708 -6.662 -6.197
H 1.021 -5.023 -6.178
O -1.846 -0.106 1.499
C -3.019 -0.899 1.746
C -3.109 -1.193 3.247
C -3.366 -2.670 3.612
C -2.084 -3.441 3.759
C -1.483 -3.608 5.004
C -0.278 -4.287 5.082
C 0.301 -4.768 3.921
C -0.367 -4.556 2.725
N -1.535 -3.923 2.643
H -1.920 0.293 0.616
H -2.981 -1.821 1.160
H -3.886 -0.310 1.447
H -3.889 -0.569 3.680
H -2.171 -0.867 3.700
H -3.975 -3.145 2.838
H -3.911 -2.716 4.558
H -1.950 -3.201 5.892
H 0.212 -4.432 6.038
H 1.257 -5.275 3.928
H 0.053 -4.898 1.783
N 2.768 -2.928 2.211
C 1.909 -2.261 1.817
Cl -1.675 4.911 3.271
Ge -1.639 2.585 2.829
Cl -2.248 1.924 4.974
Cl -3.902 2.536 2.007
*
```

Values from the calculation:
- orbital gap (eV) = 6.402
- calculated total energy (eV) = -156013.6541
- relative energy (zero: lowest compared OMol25 entry of this formula, charge and spin) (kcal per mole) = 0.0
- molecular weight (g mol⁻¹) = 1065.6

Results of the Löwdin charge analysis, in e, for atoms 1 through 99:
1. Hg 1.140
2. C -0.094
3. N -0.264
4. C -0.154
5. C -0.193
6. C -0.169
7. N -0.195
8. C -0.147
9. C -0.150
10. C -0.004
11. C -0.188
12. C 0.005
13. C -0.081
14. C -0.353
15. O -0.257
16. C -0.526
17. C -0.086
18. C -0.050
19. C -0.049
20. C -0.566
21. C -0.060
22. C -0.056
23. C -0.083
24. C -0.156
25. C -0.129
26. C -0.009
27. C -0.194
28. C -0.016
29. C -0.077
30. C -0.319
31. O -0.224
32. C -0.525
33. C -0.044
34. C -0.082
35. C -0.063
36. C -0.563
37. C -0.055
38. C -0.080
39. C -0.062
40. H 0.089
41. H 0.089
42. H 0.053
43. H 0.091
44. H 0.070
45. H -0.061
46. H 0.099
47. H 0.120
48. H 0.128
49. H 0.103
50. H 0.112
51. H 0.121
52. H 0.098
53. H 0.086
54. H 0.083
55. H 0.079
56. H 0.074
57. H 0.057
58. H 0.074
59. H 0.080
60. H 0.082
61. H 0.084
62. H 0.044
63. H 0.073
64. H 0.087
65. H 0.074
66. H 0.075
67. H 0.074
68. H 0.090
69. H 0.081
70. H 0.083
71. H 0.075
72. H 0.110
73. H 0.117
74. H 0.101
75. H 0.090
76. H 0.082
77. H 0.078
78. H 0.063
79. H 0.069
80. H 0.086
81. H 0.075
82. H 0.038
83. H 0.084
84. H 0.086
85. H 0.089
86. H 0.075
87. H 0.077
88. H 0.082
89. H 0.085
90. H 0.075
91. H 0.070
92. H 0.074
93. H 0.087
94. O -0.236
95. C -0.246
96. C -0.170
97. C -0.144
98. C -0.299
99. C -0.033



ORCA calculation (ωB97M-V with the def2-TZVPD basis set) on one molecule with the formula C4H7NOS.

```
! RIJCOSX wB97M-V def2-TZVPD def2/J DEFGRID3
* xyz 0 1
C -0.979 -0.205 1.440
C -0.527 1.199 1.006
C 0.509 -0.251 -0.574
C 0.125 -0.687 -1.931
N -0.647 -1.242 0.868
O 0.006 0.980 -0.279
S 2.133 -0.502 0.014
H -1.715 -0.032 2.309
H -1.436 1.965 0.817
H 0.255 1.588 1.585
H -0.862 -0.642 -2.030
H 0.419 -1.777 -2.008
H 0.759 -0.050 -2.573
H 1.960 -0.343 1.357
*
```

Values from the calculation:
- orbital gap (eV) = 9.338
- calculated total energy (eV) = -18631.0585
- relative energy (zero: lowest compared OMol25 entry of this formula, charge and spin) (kcal per mole) = 80.5
- molecular weight (g mol⁻¹) = 117.2

For reference, the Löwdin charges in units of e are:
1. C -0.307
2. C -0.172
3. C -0.780
4. C -0.057
5. N 0.129
6. O -0.177
7. S 0.824
8. H 0.125
9. H 0.172
10. H 0.087
11. H 0.038
12. H 0.115
13. H 0.106
14. H -0.103



ORCA calculation (ωB97M-V with the def2-TZVPD basis set) on C21H16FN5O4RuS as an isolated structure.

```
! RIJCOSX wB97M-V def2-TZVPD def2/J DEFGRID3
* xyz -1 2
Ru -0.782 0.700 0.069
C 1.558 2.207 -3.261
C 0.745 1.411 -2.294
N 0.104 1.916 -1.294
N 0.099 3.265 -1.107
C -1.023 3.656 -0.528
N -1.117 5.009 -0.316
S -2.359 2.659 -0.122
C 0.515 -0.016 -2.477
C 1.163 -0.756 -3.464
C 0.840 -2.087 -3.625
C -0.136 -2.638 -2.810
C -0.737 -1.846 -1.850
N -0.420 -0.562 -1.667
H 1.488 3.262 -3.015
H 1.216 2.052 -4.287
H 2.606 1.901 -3.209
H -0.232 5.491 -0.311
H -1.771 5.280 0.397
H 1.912 -0.286 -4.085
H 1.337 -2.685 -4.378
H -0.438 -3.671 -2.906
H -1.515 -2.239 -1.216
O -3.971 -2.361 0.092
C -3.207 -1.402 0.247
O -2.858 -0.514 -0.573
C -2.546 -1.250 1.613
C -2.923 -1.958 2.745
C -2.345 -1.636 3.959
C -1.443 -0.585 4.030
C -1.101 0.068 2.863
N -1.604 -0.311 1.681
C -0.241 1.312 2.819
O 0.215 1.773 3.852
O -0.179 1.850 1.649
H -3.679 -2.723 2.637
H -2.618 -2.181 4.855
H -1.007 -0.243 4.958
F 4.546 -2.192 1.507
C 3.369 -1.582 1.190
C 3.369 -0.232 0.908
C 2.164 0.381 0.588
C 0.958 -0.326 0.540
C 1.020 -1.687 0.842
C 2.211 -2.328 1.168
H 4.297 0.324 0.951
H 2.163 1.449 0.402
H 0.112 -2.284 0.826
H 2.244 -3.384 1.406
*
```

Values from the calculation:
- ⟨S²⟩ = 0.756
- orbital gap (alpha / beta) (eV) = 7.219 / 7.204
- calculated total energy (eV) = -53816.0208
- relative energy (zero: lowest compared OMol25 entry of this formula, charge and spin) (kcal per mole) = 3.2
- molecular weight (g mol⁻¹) = 554.5

For reference, the Löwdin charges in units of e are:
1. Ru 1.211
2. C -0.029
3. C -0.273
4. N -0.144
5. N -0.002
6. C -0.888
7. N 0.049
8. S 0.612
9. C -0.207
10. C -0.013
11. C -0.066
12. C -0.045
13. C -0.095
14. N 0.009
15. H 0.062
16. H 0.082
17. H 0.084
18. H 0.083
19. H 0.067
20. H 0.105
21. H 0.103
22. H 0.105
23. H 0.104
24. O -0.006
25. C -0.666
26. O -0.123
27. C -0.158
28. C 0.003
29. C -0.051
30. C 0.007
31. C -0.162
32. N 0.022
33. C -0.584
34. O 0.052
35. O -0.198
36. H 0.115
37. H 0.102
38. H 0.117
39. F 0.017
40. C -0.301
41. C -0.024
42. C -0.101
43. C -0.245
44. C -0.109
45. C -0.027
46. H 0.109
47. H 0.096
48. H 0.093
49. H 0.109